Entry 1:
Density functional theory data (wB97M-V/def2-TZVPD) for C18H24N4O3S in the gas phase in a non-equilibrium geometry.

Results
* energy above the lowest of the compared OMol25 structures with the same formula, charge and spin: 23.9 kcal/mol
* LUMO level: -0.001 hartree
* HOMO-LUMO gap: 8.360 eV
* HOMO level: -0.30858 Ha
* structure (SMILES): N#Cc1c(NC(=O)C(=O)NCCCN2CCOCC2)sc2c1CCCC2

```
! RIJCOSX wB97M-V def2-TZVPD def2/J DEFGRID3
* xyz 0 1
N 2.840 1.705 -3.270
C 2.855 1.221 -2.229
C 2.875 0.627 -0.960
C 1.820 0.685 -0.074
N 0.610 1.307 -0.263
C -0.355 1.312 0.677
O -0.253 0.773 1.768
C -1.611 2.041 0.217
O -1.685 2.524 -0.899
N -2.550 2.062 1.167
H -2.319 1.582 2.029
C -3.902 2.526 0.973
C -4.885 1.362 0.819
C -4.679 0.569 -0.484
N -4.452 -0.846 -0.226
C -4.748 -1.668 -1.388
C -4.578 -3.142 -1.018
H -4.749 -3.779 -1.887
O -3.269 -3.414 -0.577
C -2.955 -2.611 0.533
C -3.094 -1.123 0.211
H -2.873 -0.550 1.111
H -2.359 -0.850 -0.570
H -1.925 -2.847 0.807
H -3.623 -2.857 1.372
H -5.299 -3.397 -0.227
H -5.781 -1.491 -1.694
H -4.080 -1.429 -2.234
H -5.578 0.645 -1.098
H -3.850 1.005 -1.063
H -4.782 0.681 1.665
H -5.895 1.769 0.849
H -3.902 3.143 0.072
H -4.186 3.144 1.830
H 0.407 1.788 -1.137
S 2.150 -0.144 1.405
C 3.736 -0.573 0.822
C 3.980 -0.108 -0.431
C 5.273 -0.334 -1.147
C 6.062 -1.456 -0.473
C 6.099 -1.246 1.039
H 6.762 -1.976 1.505
C 4.694 -1.379 1.629
H 4.679 -1.051 2.670
H 4.385 -2.430 1.615
H 6.490 -0.249 1.253
H 7.075 -1.483 -0.875
H 5.587 -2.415 -0.690
H 5.080 -0.572 -2.196
H 5.855 0.594 -1.129
*
```

=====

Entry 2:
Density functional theory data (wB97M-V/def2-TZVPD) for C18H24N4O5S in the gas phase in a non-equilibrium geometry.

Results
* energy above the lowest of the compared OMol25 structures with the same formula, charge and spin: 47.8 kcal/mol
* LUMO level: 0.001 hartree
* HOMO-LUMO gap: 9.498 eV
* HOMO level: -0.34850 Ha
* structure (SMILES): COCc1nnc(NC(=O)c2ccc(S(=O)(=O)N(C)C3CCCCC3)cc2)o1

```
! RIJCOSX wB97M-V def2-TZVPD def2/J DEFGRID3
* xyz 0 1
C -2.615 -2.402 1.705
H -2.401 -2.812 2.689
O -3.840 -2.976 1.305
C -4.239 -2.657 -0.003
C -4.853 -1.301 -0.123
N -6.072 -1.012 -0.419
N -6.183 0.332 -0.448
C -5.010 0.804 -0.166
N -4.699 2.131 -0.086
C -3.458 2.728 0.028
O -3.358 3.917 0.183
C -2.319 1.766 -0.064
C -1.568 1.475 1.069
C -0.608 0.479 1.013
C -0.406 -0.204 -0.170
C -1.103 0.123 -1.318
C -2.062 1.118 -1.269
H -2.634 1.370 -2.150
H -0.923 -0.437 -2.222
S 0.720 -1.607 -0.205
O 0.139 -2.576 -1.089
O 0.981 -1.983 1.152
N 2.135 -1.082 -0.878
C 2.121 -0.880 -2.304
H 1.491 -1.660 -2.725
H 3.129 -0.990 -2.701
H 1.725 0.102 -2.589
C 2.976 -0.253 -0.037
C 4.456 -0.605 -0.207
C 5.287 0.160 0.819
C 5.080 1.664 0.662
C 3.602 2.019 0.790
C 2.777 1.252 -0.242
H 3.109 1.533 -1.244
H 1.719 1.510 -0.146
H 3.462 3.093 0.648
H 3.252 1.765 1.792
H 5.656 2.199 1.419
H 5.444 1.980 -0.319
H 6.343 -0.085 0.693
H 4.989 -0.145 1.824
H 4.585 -1.681 -0.079
H 4.787 -0.337 -1.212
H 2.677 -0.518 0.982
H -0.041 0.189 1.884
H -1.763 2.001 1.990
H -5.504 2.747 -0.111
O -4.106 -0.172 0.062
H -3.385 -2.726 -0.695
H -5.006 -3.384 -0.280
H -2.679 -1.310 1.773
H -1.803 -2.665 1.017
*
```

=====

Entry 3:
Density functional theory data (wB97M-V/def2-TZVPD) for 6 unconnected molecules or ions with the total composition C18H24N6O6 in a non-equilibrium geometry.

Results
* energy above the lowest of the compared OMol25 structures with the same formula, charge and spin: 20.7 kcal/mol
* LUMO level: -0.003 hartree
* HOMO-LUMO gap: 9.339 eV
* HOMO level: -0.34602 Ha
* structure (SMILES): C[N+](=O)[O-].C[N+](=O)[O-].C[N+](=O)[O-].c1ccncc1.c1ccncc1.c1ccncc1

```
! RIJCOSX wB97M-V def2-TZVPD def2/J DEFGRID3
* xyz 0 1
N 6.094 -3.953 15.036
C 5.374 -4.891 14.417
C 4.393 -5.682 14.967
C 4.116 -5.484 16.338
C 4.868 -4.558 17.015
C 5.815 -3.748 16.338
H 5.748 -5.111 13.414
H 3.853 -6.428 14.389
H 3.334 -6.005 16.874
H 4.667 -4.445 18.060
H 6.284 -3.006 16.938
N 4.234 -1.481 18.653
C 3.565 -1.752 19.753
C 3.882 -1.296 21.038
C 4.999 -0.455 21.131
C 5.727 -0.105 19.980
C 5.355 -0.662 18.756
H 2.728 -2.442 19.692
H 3.203 -1.428 21.857
H 5.244 -0.056 22.124
H 6.601 0.479 20.159
H 5.873 -0.410 17.856
N 0.306 -0.034 19.945
C 0.011 -1.240 19.440
C 0.494 -1.635 18.191
C 1.158 -0.661 17.405
C 1.477 0.553 17.975
C 1.062 0.801 19.238
H -0.668 -1.959 19.996
H 0.233 -2.588 17.749
H 1.466 -0.954 16.368
H 2.007 1.299 17.311
H 1.320 1.761 19.669
C -1.176 1.680 16.188
N -0.991 0.381 15.526
O -1.693 -0.559 15.749
O -0.025 0.404 14.770
H -1.066 2.374 15.394
H -0.456 1.774 17.012
H -2.192 1.757 16.643
C -1.029 -5.075 22.917
N -0.396 -4.619 21.601
O -0.824 -4.964 20.493
O 0.632 -3.980 21.775
H -2.131 -4.979 22.811
H -0.609 -4.490 23.757
H -0.696 -6.077 23.057
C 4.721 -1.088 14.352
N 4.278 0.341 14.338
O 3.553 0.858 15.199
O 4.695 1.023 13.397
H 5.792 -1.063 14.476
H 4.503 -1.587 13.383
H 4.327 -1.684 15.125
*
```